Molecular formula: C19H20N4O5
Method: DFT, wB97M-V/def2-TZVPD

## Properties
* total charge: 0
* relative energy (zero: lowest compared OMol25 entry of this formula, charge and spin): 0.0000 eV
* HOMO-LUMO gap: 8.4985 eV
* HOMO level: -8.062 eV
* energy: -1331.3238 hartree

Last column: natural (NBO) charge in e.
Geometry (Å):
C  -3.83533  -0.64487  3.41059  -0.254
H  -3.40232  -1.47925  3.97038  0.180
O  -2.92496  0.42324  3.28586  -0.502
C  -1.78633  0.24280  2.56386  0.282
C  -1.43118  -0.98272  2.02023  -0.349
C  -0.26210  -1.13472  1.28519  0.296
C  0.57618  -0.03821  1.08627  -0.247
C  0.22326  1.19259  1.63401  -0.175
C  -0.93662  1.36243  2.36762  0.297
O  -1.12664  2.62512  2.83468  -0.512
C  -2.36718  3.04540  3.35964  -0.240
H  -3.18414  2.86900  2.65664  0.174
H  -2.59481  2.55841  4.30957  0.186
H  -2.25414  4.11748  3.52041  0.191
H  0.86792  2.04151  1.47384  0.250
C  1.76622  -0.17291  0.26253  0.701
O  2.49703  0.75729  -0.03789  -0.639
N  2.02902  -1.45198  -0.20397  -0.473
C  1.24785  -2.57187  0.03839  0.796
O  1.55577  -3.67584  -0.34410  -0.618
N  0.10185  -2.34735  0.75226  -0.605
H  -0.49715  -3.15131  0.88237  0.422
C  3.23258  -1.66884  -1.00139  -0.229
H  3.76273  -2.52554  -0.57642  0.233
H  3.84899  -0.77490  -0.89048  0.235
C  2.92195  -1.97122  -2.46862  -0.513
C  1.89562  -1.06590  -3.13849  0.679
O  1.11613  -1.50044  -3.96296  -0.634
N  1.94434  0.24080  -2.80167  -0.630
H  2.50345  0.55334  -2.01861  0.423
C  0.92950  1.16552  -3.26193  -0.251
C  -0.18042  1.33095  -2.25686  -0.068
C  -0.48660  2.56179  -1.69217  -0.164
C  -1.53896  2.65166  -0.79616  -0.257
C  -2.23865  1.49638  -0.48968  0.027
N  -1.94121  0.31075  -0.99542  -0.429
C  -0.94181  0.23541  -1.85585  0.028
H  -0.74422  -0.74812  -2.26252  0.210
H  -3.08240  1.51431  0.18833  0.186
H  -1.80680  3.59485  -0.34615  0.220
H  0.08417  3.43983  -1.95968  0.214
H  0.52320  0.74655  -4.18865  0.247
H  1.39828  2.13058  -3.47116  0.204
H  3.84947  -1.91497  -3.04254  0.236
H  2.53609  -2.98851  -2.55474  0.257
H  -2.06557  -1.84320  2.15437  0.222
H  -4.17856  -0.99407  2.43253  0.185
H  -4.67919  -0.24025  3.96743  0.205